No. 1
Below is a molecular structure, C12H30Cd2N2O8Tl in a non-equilibrium geometry, with properties calculated with the ωB97M-V functional and the def2-TZVPD basis.

Computed properties:
LUMO (alpha / beta): -14.820 / -16.041 eV
F_max: 4.2 eV Å⁻¹
HOMO (alpha / beta): -0.6955 / -0.6952 hartree
E_tot: -46064.7443 eV
Multiplicity: 2
Total charge: +4

Each line ends with the Mulliken charge.
Geometry (Å):
Cd  -2.311  2.283  1.767  1.610
Cd  -2.398  1.637  -1.169  0.836
Tl  -1.814  -1.746  1.928  0.963
C  0.477  5.121  -0.359  -1.080
C  -0.341  3.944  0.034  0.726
O  -0.713  3.807  1.251  -0.779
O  -0.668  3.213  -0.919  -0.500
H  1.556  4.967  -0.387  0.274
H  0.137  5.821  0.404  0.339
H  0.208  5.531  -1.332  0.341
C  0.373  1.645  5.107  -1.012
C  -0.459  0.836  4.165  0.632
O  -0.380  -0.419  4.204  -0.186
O  -1.315  1.320  3.415  -0.515
H  0.836  2.403  4.476  0.361
H  1.182  0.999  5.447  0.390
H  -0.173  1.953  5.999  0.335
O  -3.373  2.691  0.183  -0.895
H  -4.240  2.925  0.567  0.281
O  -1.382  0.815  0.543  -0.822
H  -0.424  0.796  0.350  0.125
C  2.552  -4.179  3.506  -1.308
C  1.522  -3.237  2.780  -0.014
C  2.069  -2.280  1.689  -0.641
O  1.112  -1.305  1.378  -0.221
C  1.621  -0.548  0.240  -0.535
N  0.558  -4.102  2.262  -0.080
H  2.184  -4.423  4.503  0.502
H  3.345  -3.530  3.877  0.402
H  2.991  -4.858  2.775  0.447
H  1.070  -2.676  3.598  0.209
H  2.342  -2.955  0.878  0.400
H  2.967  -1.882  2.161  0.447
H  1.651  -1.115  -0.691  0.304
H  2.660  -0.231  0.330  0.411
H  1.032  0.355  0.081  0.093
H  0.418  -4.732  3.039  0.375
H  0.966  -4.707  1.563  0.352
C  1.097  0.146  -3.265  -1.695
C  -0.410  0.439  -3.374  0.664
C  -0.900  -0.280  -4.690  -1.020
O  -2.280  -0.045  -4.824  -0.041
C  -2.956  -0.843  -5.717  -0.539
N  -1.210  0.156  -2.193  -0.272
H  1.361  -0.875  -2.987  0.489
H  1.607  0.771  -2.532  0.381
H  1.636  0.256  -4.205  0.496
H  -0.599  1.468  -3.682  0.223
H  -0.834  -1.368  -4.683  0.537
H  -0.445  0.054  -5.622  0.574
H  -3.189  -1.816  -5.284  0.379
H  -2.369  -0.961  -6.627  0.377
H  -3.945  -0.430  -5.913  0.306
H  -0.530  -0.259  -1.573  0.233
H  -1.874  -0.552  -2.471  0.341


No. 2
Below is a molecular structure, C41H56AsF6N7O4PSSbSn in a non-equilibrium geometry, with properties calculated with the ωB97M-V functional and the def2-TZVPD basis.

Computed properties:
LUMO (alpha / beta): -2.660 / -3.910 eV
F_max: 2.2 eV Å⁻¹
HOMO (alpha / beta): -0.3683 / -0.3684 hartree
E_tot: -171682.0210 eV
Relative energy (zero: lowest compared OMol25 entry of this formula, charge and spin): 49.79 kcal per mole
Multiplicity: 2
Total charge: +1

Each line ends with the Mulliken charge.
Geometry (Å):
Sn  -0.004  0.325  -0.185  3.060
N  -2.570  1.464  1.238  0.413
C  -3.213  0.909  2.368  0.227
C  -3.871  1.720  3.287  -0.459
C  -4.478  1.171  4.404  -0.724
C  -4.459  -0.200  4.601  -0.884
C  -3.809  -1.017  3.690  -0.657
C  -3.163  -0.479  2.581  -0.311
P  -2.147  -1.469  1.421  0.975
C  -3.313  -1.869  0.075  0.312
C  -2.780  -2.557  -1.016  0.147
C  -3.575  -2.880  -2.103  -0.452
C  -4.908  -2.494  -2.114  -0.703
C  -5.436  -1.786  -1.044  -0.777
C  -4.647  -1.475  0.054  -0.508
C  -2.079  -3.059  2.331  0.229
C  -2.847  -4.171  2.001  -0.526
C  -2.733  -5.343  2.736  -0.779
C  -1.850  -5.419  3.803  -0.631
C  -1.082  -4.313  4.141  -0.814
C  -1.187  -3.146  3.402  -0.287
H  -2.889  1.036  0.370  -0.541
H  -2.725  2.463  1.179  0.213
H  -3.910  2.791  3.124  0.433
H  -4.989  1.813  5.108  0.398
H  -4.956  -0.636  5.457  0.455
H  -3.796  -2.087  3.847  0.477
H  -1.736  -2.856  -1.004  -0.220
H  -3.146  -3.412  -2.941  0.455
H  -5.534  -2.733  -2.963  0.388
H  -6.472  -1.472  -1.065  0.399
H  -5.062  -0.930  0.892  0.445
H  -3.546  -4.120  1.177  0.390
H  -3.341  -6.199  2.475  0.435
H  -1.764  -6.335  4.372  0.398
H  -0.406  -4.370  4.985  0.448
H  -0.602  -2.272  3.671  0.583
O  5.696  3.439  3.429  -0.517
C  4.438  4.055  3.597  -0.657
C  3.444  3.429  2.660  0.270
C  2.079  3.448  2.923  -1.026
C  1.219  2.838  2.027  -0.709
N  1.631  2.230  0.919  0.167
C  2.944  2.220  0.651  0.585
C  3.878  2.808  1.496  -0.634
C  3.355  1.480  -0.564  -0.662
C  4.563  1.666  -1.216  -0.477
C  4.886  0.850  -2.300  0.005
C  6.190  1.049  -3.031  -0.664
O  6.466  2.414  -3.277  -0.506
C  3.973  -0.124  -2.683  -1.107
C  2.774  -0.210  -1.994  -0.277
N  2.473  0.572  -0.972  1.642
H  6.321  3.813  4.056  0.319
H  4.493  5.127  3.360  0.291
H  4.082  3.954  4.628  0.365
H  1.697  3.917  3.820  0.473
H  0.150  2.817  2.203  0.457
H  4.934  2.762  1.282  0.553
H  5.258  2.435  -0.909  0.632
H  6.196  0.463  -3.954  0.375
H  7.012  0.691  -2.407  0.291
H  5.829  2.757  -3.912  0.315
H  4.174  -0.817  -3.488  0.550
H  2.039  -0.952  -2.257  -0.529
C  2.336  -0.888  3.923  -1.691
C  1.590  -1.130  2.645  -0.010
O  0.839  -0.307  2.201  -0.407
H  2.104  -1.666  4.651  0.337
H  2.056  0.084  4.325  0.423
H  3.411  -0.913  3.729  0.372
N  -3.532  3.270  -2.354  -0.386
C  -2.984  2.151  -2.884  0.207
N  -2.482  2.242  -4.126  -0.295
S  -2.917  0.727  -2.024  -0.094
H  -3.794  4.041  -2.947  0.209
H  -4.073  3.142  -1.517  0.213
H  -2.675  3.033  -4.718  0.219
H  -2.129  1.404  -4.555  0.172
F  1.023  -1.729  0.017  -0.182
Sb  0.901  -3.444  -2.539  1.820
F  -0.250  -2.304  -3.973  -0.611
F  -0.105  -4.993  -1.512  -0.579
F  1.262  -4.882  -3.714  -0.460
F  2.443  -3.796  -1.218  -0.639
F  2.419  -2.607  -3.563  -0.614
C  0.494  4.554  -1.756  -0.858
N  0.656  3.914  -3.051  0.355
C  0.363  4.784  -4.179  -1.297
C  0.494  2.555  -3.088  -0.347
O  0.044  1.960  -2.092  0.263
N  0.839  1.895  -4.220  0.620
C  0.485  0.490  -4.378  -1.229
C  1.853  2.366  -5.145  -1.226
H  1.013  5.512  -1.776  0.395
H  0.927  3.923  -0.984  -0.025
H  -0.563  4.722  -1.519  0.308
H  -0.485  5.427  -3.927  0.368
H  0.104  4.207  -5.062  0.394
H  1.218  5.423  -4.411  0.346
H  -0.242  0.200  -3.625  0.003
H  1.358  -0.157  -4.281  0.367
H  0.067  0.323  -5.373  0.564
H  2.325  3.273  -4.778  0.396
H  1.438  2.547  -6.140  0.273
H  2.620  1.592  -5.235  0.379
C  2.840  -3.844  3.225  -1.433
As  2.090  -2.848  1.718  1.641
C  3.707  -2.384  0.787  -0.856
C  0.893  -4.229  1.119  -0.798
H  3.051  -4.854  2.870  0.482
H  2.112  -3.923  4.032  0.333
H  3.766  -3.421  3.609  0.427
H  4.166  -3.307  0.440  0.495
H  4.366  -1.875  1.492  0.526
H  3.489  -1.751  -0.065  -0.231
H  1.496  -4.891  0.499  0.569
H  0.080  -3.847  0.518  -0.373
H  0.537  -4.756  2.001  0.630


No. 3
Below is a gas-phase ion, C3H5Br3P (charge +1) in a non-equilibrium geometry, with properties calculated with the ωB97M-V functional and the def2-TZVPD basis.

Computed properties:
LUMO: -5.656 eV
F_max: 3.7 eV Å⁻¹
HOMO: -0.5140 hartree
E_tot: -222600.8354 eV
Relative energy (zero: lowest compared OMol25 entry of this formula, charge and spin): 15.17 kcal per mole
Total charge: +1

Each line ends with the Mulliken charge.
Geometry (Å):
C  1.528  1.029  -0.635  -0.644
C  1.287  -0.227  -0.131  -0.102
C  0.329  -0.577  0.929  -0.692
P  -1.579  -0.365  -0.033  0.647
Br  -2.388  -2.145  -1.083  -0.004
Br  -2.948  0.137  1.511  0.027
Br  -1.578  1.228  -1.563  0.025
H  2.165  1.464  -1.350  0.282
H  0.925  1.921  -0.330  0.285
H  1.902  -1.117  -0.475  0.296
H  0.142  0.213  1.778  0.413
H  0.214  -1.561  1.381  0.467